Entry 1:
{"formula": "C24H37N4NiO3SSi3", "method": "ωB97M-V with the def2-TZVPD basis set", "energy_ev": -113110.3865, "gap_ha": [0.2502, 0.2515], "fmax_ev_per_a": 0.214, "total_charge": -1, "spin_multiplicity": 3, "species": ["Ni", "O", "C", "C", "C", "C", "C", "C", "C", "O", "N", "N", "C", "C", "C", "C", "C", "C", "N", "H", "H", "H", "H", "H", "H", "H", "H", "H", "H", "C", "O", "Si", "C", "C", "C", "Si", "C", "C", "C", "Si", "C", "C", "C", "H", "H", "H", "H", "H", "H", "H", "H", "H", "H", "H", "H", "H", "H", "H", "H", "H", "H", "H", "H", "H", "H", "H", "H", "H", "H", "H", "S", "C", "N"], "coordinates": [[-0.04499, 0.17314, 0.60809], [-2.78920, 1.04301, -3.03631], [-2.42197, 2.32395, -3.18779], [-2.95211, 3.02101, -4.27656], [-2.62744, 4.34564, -4.48103], [-1.77170, 5.00766, -3.60322], [-1.25238, 4.32108, -2.52348], [-1.55805, 2.97748, -2.29651], [-0.97462, 2.25874, -1.13239], [-1.08528, 0.99295, -1.06558], [-0.35425, 3.01811, -0.23570], [0.14260, 2.24172, 0.75092], [0.71147, 2.81250, 1.73787], [1.27943, 1.97616, 2.78936], [1.87344, 2.56154, 3.90422], [2.40661, 1.75037, 4.88793], [2.32835, 0.37840, 4.72610], [1.71974, -0.11857, 3.58208], [1.20584, 0.64547, 2.62549], [-2.30726, 0.69589, -2.24986], [-3.61996, 2.49020, -4.94227], [-3.04557, 4.87145, -5.33120], [-1.51789, 6.04742, -3.76269], [-0.59136, 4.80764, -1.82019], [0.77084, 3.89660, 1.79551], [1.90112, 3.64034, 3.98374], [2.86912, 2.18131, 5.76691], [2.72348, -0.30578, 5.46384], [1.63687, -1.18169, 3.43075], [3.10754, 0.99924, -0.45436], [2.01173, 0.12191, -0.37364], [2.05261, -1.57633, -0.23637], [3.00414, -2.22963, -1.72180], [3.18612, -1.98536, 1.22713], [0.28824, -1.90176, -0.03949], [-0.16959, -3.30039, 1.07598], [-0.03063, -2.96244, 2.92978], [-1.94716, -3.89784, 0.91022], [0.92019, -4.82451, 0.76746], [-0.58262, -2.05996, -1.68213], [-0.37910, -3.78003, -2.46217], [-2.44441, -1.78889, -1.56440], [0.11278, -0.90833, -3.02575], [3.71821, 0.78407, -1.33671], [3.74267, 0.93012, 0.43638], [2.72971, 2.01973, -0.53319], [4.00531, -1.78924, -1.76661], [2.50384, -2.04430, -2.66999], [3.12984, -3.31068, -1.60672], [4.08890, -2.50259, 0.89466], [2.69189, -2.62364, 1.96146], [3.49718, -1.07340, 1.74163], [-0.43746, -1.97498, 3.15930], [0.98593, -3.04798, 3.32131], [-0.63249, -3.70425, 3.46148], [-2.65402, -3.09205, 1.12398], [-2.10276, -4.68696, 1.65180], [-2.18621, -4.31200, -0.06890], [1.97660, -4.60914, 0.95238], [0.83102, -5.15885, -0.26854], [0.63331, -5.65838, 1.41504], [-0.79855, -4.58584, -1.85726], [0.67896, -4.00104, -2.63234], [-0.88295, -3.79777, -3.43367], [-2.95860, -2.70831, -1.28459], [-2.85011, -1.47391, -2.52880], [-2.69717, -1.03488, -0.81633], [0.68337, -1.48011, -3.76238], [0.75428, -0.12696, -2.61936], [-0.70396, -0.41724, -3.55782], [-4.29973, -0.08808, 2.69266], [-2.76394, -0.02844, 2.14422], [-1.65458, -0.00060, 1.77923]], "forces_ev_per_a": [[0.05, -0.09, 0.06], [-0.02, 0.00, 0.02], [-0.03, 0.00, 0.01], [0.01, 0.00, 0.00], [0.00, 0.00, 0.00], [0.00, 0.00, 0.00], [0.01, -0.01, 0.00], [0.00, 0.00, 0.02], [0.04, -0.04, -0.09], [-0.05, 0.05, 0.04], [0.01, 0.02, 0.05], [0.01, 0.02, 0.01], [0.00, -0.01, -0.03], [0.00, 0.02, -0.01], [-0.01, 0.01, -0.01], [0.00, 0.00, 0.01], [-0.01, -0.01, -0.01], [-0.03, -0.01, 0.01], [0.10, 0.05, 0.02], [0.04, -0.02, -0.04], [0.00, 0.00, 0.00], [0.00, 0.00, 0.00], [0.00, 0.00, 0.00], [0.00, 0.01, 0.00], [0.01, 0.00, 0.01], [0.00, 0.00, 0.01], [0.00, 0.00, 0.00], [0.00, 0.00, 0.00], [0.01, -0.01, -0.01], [0.00, 0.00, 0.03], [-0.08, 0.04, -0.01], [0.03, -0.02, 0.01], [-0.01, -0.01, 0.01], [-0.04, 0.03, 0.03], [-0.02, -0.05, -0.13], [0.03, -0.01, 0.07], [-0.02, 0.02, 0.00], [-0.02, 0.03, 0.00], [-0.01, 0.00, -0.04], [0.01, 0.03, -0.03], [0.04, 0.00, 0.01], [0.00, -0.02, 0.04], [0.01, -0.02, 0.01], [0.00, 0.00, 0.00], [0.00, 0.00, 0.00], [0.00, 0.00, 0.00], [0.01, 0.00, 0.01], [0.00, 0.01, -0.03], [0.00, 0.00, -0.01], [0.00, -0.01, -0.02], [0.03, 0.02, -0.02], [0.03, 0.00, 0.01], [0.00, -0.03, 0.06], [0.00, 0.01, -0.02], [-0.02, 0.00, 0.00], [0.01, -0.01, 0.00], [-0.01, 0.00, 0.01], [0.00, -0.01, 0.00], [0.00, -0.01, 0.00], [0.01, -0.02, 0.00], [-0.01, 0.01, 0.02], [0.00, 0.00, 0.01], [-0.01, -0.02, 0.00], [0.00, 0.01, -0.01], [0.00, 0.02, 0.00], [0.02, 0.01, -0.02], [-0.02, 0.00, 0.00], [0.01, -0.01, 0.00], [0.01, 0.02, -0.01], [-0.01, 0.00, 0.00], [0.00, -0.01, -0.01], [0.04, -0.05, 0.12], [-0.14, 0.06, -0.15]], "mulliken_spin": [1.777, 0.000, 0.000, 0.000, 0.000, 0.000, 0.001, 0.001, 0.008, 0.038, -0.001, 0.024, 0.002, 0.009, -0.001, 0.000, -0.001, 0.000, 0.024, 0.001, 0.000, 0.000, 0.000, 0.000, 0.005, 0.000, 0.000, 0.000, 0.002, 0.003, -0.002, -0.004, 0.002, 0.003, 0.058, -0.015, 0.003, 0.001, 0.006, 0.003, 0.005, -0.003, 0.002, 0.002, 0.000, 0.001, 0.000, 0.000, 0.001, 0.000, -0.001, 0.000, 0.000, 0.001, 0.000, 0.000, 0.000, 0.000, -0.001, 0.000, 0.000, 0.000, 0.001, 0.000, 0.001, 0.000, 0.002, 0.000, -0.001, 0.000, 0.001, -0.013, 0.054]}

Entry 2:
{"formula": "C24H37O23PS", "method": "ωB97M-V with the def2-TZVPD basis set", "energy_ev": -92704.0800, "gap_ha": 0.3458, "fmax_ev_per_a": 2.810, "smiles": "CCOCCOCOC(=O)O[PH2]=S.O=C1OCCO1.O=C1OCCO1.O=C1OCCO1.O=C1OCCO1.O=C1OCCO1.O=C1OCCO1", "species": ["C", "C", "O", "C", "C", "O", "C", "O", "C", "O", "O", "P", "S", "H", "H", "H", "H", "H", "H", "H", "H", "H", "H", "H", "H", "H", "C", "C", "O", "C", "O", "O", "H", "H", "H", "H", "C", "C", "O", "C", "O", "O", "H", "H", "H", "H", "C", "C", "O", "C", "O", "O", "H", "H", "H", "H", "C", "C", "O", "C", "O", "O", "H", "H", "H", "H", "C", "C", "O", "C", "O", "O", "H", "H", "H", "H", "C", "C", "O", "C", "O", "O", "H", "H", "H", "H"], "coordinates": [[-4.48684, -0.77072, 0.63134], [-4.96505, -2.20803, 0.86234], [-5.05948, -2.90615, -0.37130], [-4.07163, -3.89056, -0.56224], [-3.01560, -3.42297, -1.57465], [-1.95511, -4.36862, -1.55939], [-0.67774, -3.87359, -1.46435], [-0.10056, -4.48884, -0.28167], [1.14367, -4.12584, 0.02703], [1.87684, -4.83913, 0.68034], [1.59152, -2.89829, -0.44899], [1.72845, -1.72171, 0.71205], [1.45787, -0.00572, -0.13973], [-3.90821, -0.42800, 1.48233], [-5.33979, -0.11400, 0.45655], [-3.84998, -0.78714, -0.24874], [-4.27681, -2.68560, 1.56156], [-5.95814, -2.21742, 1.31418], [-3.59686, -4.23319, 0.35711], [-4.56337, -4.76408, -1.00007], [-2.70047, -2.42047, -1.27692], [-3.47552, -3.35383, -2.55869], [-0.10652, -4.20181, -2.33729], [-0.61555, -2.78753, -1.40600], [0.79681, -1.90856, 1.74733], [3.03253, -1.75399, 1.22520], [-0.21555, 1.64776, 3.79757], [-1.46673, 2.37841, 3.36780], [-2.03687, 1.46306, 2.42681], [-1.57900, 0.22877, 2.70967], [-2.00856, -0.76436, 2.21351], [-0.58867, 0.27184, 3.62171], [0.05613, 1.83909, 4.83143], [0.63923, 1.86130, 3.15560], [-2.17862, 2.52561, 4.18053], [-1.26860, 3.33580, 2.89574], [-6.59966, 2.54839, 1.86591], [-6.26273, 1.91938, 3.19945], [-4.95554, 2.44217, 3.45928], [-4.81668, 3.59128, 2.76249], [-3.90438, 4.34338, 2.88841], [-5.84301, 3.76526, 1.90343], [-7.65890, 2.75991, 1.74724], [-6.25664, 1.94861, 1.02161], [-6.93471, 2.24180, 3.99675], [-6.24127, 0.83311, 3.16753], [5.50228, -1.89833, 4.30984], [5.38134, -0.92138, 5.45786], [5.07932, 0.30461, 4.78628], [4.52402, 0.00784, 3.58821], [4.01236, 0.79697, 2.86762], [4.63335, -1.32563, 3.32642], [5.17791, -2.90333, 4.56704], [6.51355, -1.94207, 3.90209], [4.55785, -1.16614, 6.13119], [6.29698, -0.82519, 6.03519], [2.77912, -3.99257, -3.36952], [4.25389, -3.66417, -3.39416], [4.55341, -3.72792, -4.79385], [3.40655, -3.51676, -5.47946], [3.35027, -3.33961, -6.65254], [2.33778, -3.52931, -4.65052], [2.24629, -3.48472, -2.57169], [2.59190, -5.06695, -3.30108], [4.46393, -2.65576, -3.03332], [4.86045, -4.37409, -2.83845], [-2.54226, 7.76358, 0.99031], [-2.21976, 7.11065, 2.31476], [-0.90024, 7.59951, 2.58275], [-0.73361, 8.76103, 1.90247], [0.18273, 9.49850, 2.04127], [-1.76279, 8.96260, 1.04079], [-3.59743, 7.99689, 0.87491], [-2.21398, 7.16536, 0.13816], [-2.88631, 7.43701, 3.11486], [-2.22985, 6.02674, 2.26742], [4.70485, -0.23326, -8.44594], [5.04294, -0.80002, -7.08710], [6.35731, -0.27566, -6.85657], [6.50385, 0.84322, -7.60696], [7.41147, 1.60057, -7.51960], [5.46873, 0.97783, -8.47367], [3.64619, -0.02146, -8.56931], [5.03693, -0.87850, -9.26118], [4.37512, -0.43257, -6.30422], [5.04987, -1.88228, -7.07011]], "forces_ev_per_a": [[-0.54, -0.37, 0.14], [0.04, 0.74, -0.01], [0.12, -0.35, 0.40], [-0.17, -0.49, -0.95], [-0.58, 0.19, 0.95], [0.21, 0.33, -0.21], [-0.34, -0.17, -0.52], [0.80, 0.85, -0.36], [1.22, -2.00, 1.04], [-1.05, 1.18, -0.68], [-0.92, -0.49, 1.05], [0.27, 2.53, -1.19], [-0.11, -0.33, 0.22], [-0.16, 0.16, -0.14], [0.06, 0.08, -0.20], [0.11, 0.30, 0.00], [0.03, -0.29, -0.14], [-0.04, -0.04, 0.06], [0.08, 0.27, 0.15], [-0.04, -0.07, 0.11], [0.35, -0.04, -0.05], [0.16, -0.07, -0.18], [0.17, -0.15, 0.14], [-0.21, 0.06, 0.23], [0.16, -0.84, -0.11], [-0.23, -0.78, 0.20], [0.24, 0.20, 0.07], [0.02, 0.25, 0.16], [0.00, -0.05, -0.02], [-0.01, 0.23, -0.07], [0.39, -0.45, 0.13], [-0.01, 0.00, -0.03], [-0.03, -0.19, 0.06], [0.00, -0.04, -0.06], [0.02, -0.01, 0.00], [-0.06, -0.07, -0.14], [-0.18, -0.13, -0.14], [-0.17, -0.18, 0.06], [-0.05, 0.09, -0.02], [-0.06, -0.17, -0.08], [0.15, 0.18, 0.03], [0.04, -0.06, 0.09], [0.05, 0.19, 0.01], [0.05, 0.02, 0.04], [0.02, 0.04, -0.01], [0.20, 0.01, 0.01], [0.11, -0.23, 0.01], [0.05, -0.06, 0.19], [0.00, -0.13, -0.04], [0.05, 0.00, 0.04], [-0.12, -0.05, -0.09], [0.00, 0.18, 0.11], [-0.13, 0.02, -0.12], [-0.01, 0.05, 0.00], [-0.02, 0.00, -0.04], [0.01, 0.17, -0.06], [-0.11, -0.15, 0.23], [0.11, 0.04, 0.21], [-0.10, 0.03, 0.03], [-0.01, -0.05, 0.09], [-0.09, -0.01, -0.16], [0.12, -0.02, 0.01], [-0.04, 0.15, -0.20], [0.04, 0.00, -0.05], [-0.04, 0.01, -0.04], [0.07, -0.06, -0.17], [-0.14, -0.07, -0.11], [-0.10, -0.19, 0.06], [-0.08, 0.07, -0.11], [-0.06, -0.06, 0.01], [0.14, 0.12, 0.02], [0.01, -0.09, 0.07], [0.05, 0.17, 0.00], [0.04, 0.00, 0.02], [0.01, 0.02, -0.01], [0.13, 0.01, 0.07], [-0.15, -0.07, -0.10], [-0.02, -0.12, 0.08], [-0.10, 0.09, -0.10], [-0.06, -0.06, 0.02], [0.13, 0.12, 0.01], [0.01, -0.09, 0.06], [0.04, 0.17, -0.01], [0.04, 0.00, 0.03], [0.01, 0.04, -0.03], [0.18, -0.02, 0.04]], "lowdin_charge": [-0.055, -0.247, -0.138, -0.190, -0.146, -0.061, -0.177, 0.098, -0.625, 0.135, -0.288, 0.373, 0.180, 0.039, 0.057, 0.075, 0.111, 0.113, 0.126, 0.127, 0.117, 0.132, 0.141, 0.135, 0.016, -0.009, -0.098, -0.115, 0.062, -0.582, 0.124, 0.057, 0.134, 0.133, 0.128, 0.130, -0.105, -0.105, 0.057, -0.561, 0.151, 0.074, 0.135, 0.118, 0.134, 0.131, -0.117, -0.117, 0.065, -0.569, 0.161, 0.029, 0.133, 0.134, 0.133, 0.133, -0.115, -0.102, 0.065, -0.572, 0.153, 0.070, 0.103, 0.141, 0.138, 0.136, -0.117, -0.123, 0.058, -0.573, 0.168, 0.057, 0.132, 0.133, 0.135, 0.104, -0.113, -0.122, 0.061, -0.575, 0.164, 0.057, 0.133, 0.134, 0.137, 0.107]}

Entry 3:
{"formula": "C24H38As3Cl2LiN", "method": "ωB97M-V with the def2-TZVPD basis set", "energy_ev": -234760.5866, "gap_ha": 0.1615, "fmax_ev_per_a": 0.122, "relative_energy_kj_mol": 0.0, "total_charge": -1, "species": ["Li", "C", "C", "C", "C", "C", "C", "C", "H", "H", "H", "H", "H", "H", "H", "H", "C", "As", "C", "C", "C", "C", "C", "As", "C", "C", "C", "As", "C", "C", "H", "H", "H", "H", "H", "H", "H", "H", "H", "H", "H", "H", "H", "H", "H", "H", "H", "H", "H", "H", "H", "H", "H", "H", "H", "H", "H", "Cl", "C", "C", "C", "C", "C", "Cl", "C", "N", "H", "H", "H"], "coordinates": [[-0.63305, -1.57281, -1.71441], [3.06891, -1.77813, -2.82698], [1.83149, -2.62366, -2.71029], [1.71836, -3.57749, -1.69340], [0.56644, -4.33399, -1.55395], [-0.49399, -4.16638, -2.44148], [-0.38662, -3.23651, -3.46728], [0.76747, -2.46613, -3.59094], [3.32486, -1.34250, -1.85876], [2.91947, -0.96979, -3.54171], [3.92096, -2.37539, -3.16072], [2.53955, -3.70662, -0.99745], [0.48511, -5.05204, -0.74672], [-1.40177, -4.74232, -2.32075], [-1.21229, -3.05439, -4.14017], [0.79569, -1.68814, -4.34264], [-1.33293, 1.88575, -0.46861], [0.22588, 0.70942, -0.57117], [1.05814, 1.55383, -2.12115], [1.35461, 1.66274, 0.78855], [1.24917, 1.19692, 2.25171], [-0.18678, 0.83946, 2.63752], [2.15926, -0.02491, 2.49661], [2.21381, -1.51236, 1.19634], [0.57769, -2.48281, 1.67901], [3.40245, -2.60878, 2.32834], [1.80656, 2.29250, 3.18859], [0.93806, 4.01088, 3.66025], [-0.19279, 4.50421, 2.13505], [-0.50648, 3.38053, 4.83757], [-0.99877, 2.91909, -0.36288], [-1.98619, 1.61518, 0.36012], [-1.88153, 1.76550, -1.39990], [1.10728, 2.63532, -1.98035], [0.41408, 1.29125, -2.96327], [2.06461, 1.16168, -2.27675], [1.09388, 2.71880, 0.70157], [2.39525, 1.57021, 0.45807], [-0.56198, 0.00324, 2.04568], [-0.86236, 1.67712, 2.47283], [-0.24414, 0.55760, 3.69267], [1.94534, -0.45276, 3.48245], [3.20009, 0.31758, 2.51907], [0.40003, -2.42182, 2.75399], [0.70365, -3.52812, 1.39464], [-0.28050, -2.08221, 1.14098], [3.00223, -2.70776, 3.33905], [4.38951, -2.14835, 2.37735], [3.50788, -3.60149, 1.88910], [2.79278, 2.58386, 2.81464], [1.98505, 1.85888, 4.18120], [0.41952, 4.83837, 1.29887], [-0.80507, 5.34477, 2.46476], [-0.84522, 3.70131, 1.80113], [-0.08118, 2.77073, 5.63511], [-1.26098, 2.80190, 4.30909], [-0.97798, 4.25263, 5.29079], [-2.62018, 1.67330, -4.78120], [-3.48206, 0.80124, -3.51633], [-4.81884, 1.05521, -3.36006], [-5.57836, 0.42416, -2.36379], [-4.90982, -0.46879, -1.52404], [-3.57215, -0.70687, -1.70205], [-2.78428, -1.84490, -0.56077], [-2.66666, -0.13850, -2.71891], [-1.41898, -0.37979, -2.84886], [-5.28947, 1.77031, -4.02621], [-6.63336, 0.62742, -2.24440], [-5.43837, -0.97639, -0.72436]], "forces_ev_per_a": [[-0.03, 0.02, 0.05], [0.01, 0.01, 0.01], [-0.04, -0.03, 0.00], [0.02, 0.01, -0.01], [0.01, -0.04, -0.01], [0.04, -0.01, -0.11], [-0.01, -0.07, 0.04], [0.05, 0.00, -0.01], [0.00, 0.00, 0.00], [0.00, 0.00, 0.00], [0.00, 0.00, 0.01], [0.00, 0.00, 0.01], [0.00, 0.00, 0.00], [-0.02, 0.02, 0.01], [-0.03, 0.02, 0.04], [-0.01, 0.00, 0.00], [0.04, 0.01, -0.02], [-0.03, 0.07, -0.03], [0.00, -0.03, 0.01], [0.00, -0.02, -0.02], [0.00, -0.02, 0.01], [-0.02, 0.00, 0.00], [-0.02, -0.01, -0.01], [0.01, 0.00, -0.05], [0.01, 0.00, 0.01], [0.00, 0.00, 0.01], [0.01, 0.01, 0.02], [0.01, 0.00, 0.00], [0.00, 0.00, 0.01], [-0.01, 0.00, -0.01], [-0.02, 0.01, 0.01], [0.01, -0.02, 0.00], [-0.01, -0.01, 0.00], [0.00, 0.01, -0.03], [-0.01, 0.02, 0.01], [0.00, -0.01, 0.03], [0.00, 0.02, 0.03], [0.00, 0.00, 0.00], [0.01, -0.01, -0.01], [0.00, 0.00, -0.01], [0.01, 0.01, 0.00], [-0.01, 0.01, 0.01], [0.00, 0.00, 0.00], [-0.02, 0.00, 0.00], [0.01, 0.01, 0.01], [-0.01, 0.01, 0.02], [0.01, 0.00, 0.00], [0.00, 0.00, 0.00], [0.00, 0.00, 0.00], [0.00, 0.00, 0.00], [0.00, 0.00, 0.00], [0.01, 0.00, 0.00], [0.00, 0.00, -0.01], [-0.01, 0.00, 0.00], [0.01, 0.00, 0.00], [0.00, 0.01, 0.01], [0.00, 0.00, 0.00], [-0.01, 0.00, 0.00], [0.03, -0.01, -0.02], [-0.02, 0.01, 0.01], [0.02, -0.01, 0.00], [-0.01, 0.00, 0.00], [-0.01, -0.01, 0.02], [0.02, 0.00, -0.02], [-0.02, 0.03, -0.02], [0.00, 0.01, 0.03], [0.01, 0.00, 0.00], [0.00, 0.00, 0.00], [0.00, 0.00, 0.00]], "nbo_charge": [0.827, -0.638, -0.042, -0.185, -0.245, -0.249, -0.210, -0.216, 0.231, 0.221, 0.210, 0.200, 0.208, 0.222, 0.247, 0.241, -0.949, 0.870, -0.963, -0.740, -0.052, -0.627, -0.710, 0.890, -0.960, -0.957, -0.712, 0.859, -0.958, -0.955, 0.196, 0.221, 0.273, 0.202, 0.292, 0.207, 0.209, 0.212, 0.225, 0.209, 0.201, 0.202, 0.213, 0.211, 0.220, 0.241, 0.206, 0.218, 0.218, 0.218, 0.213, 0.228, 0.224, 0.226, 0.219, 0.220, 0.220, -0.091, -0.161, -0.232, -0.395, -0.227, -0.171, -0.142, 0.192, -1.165, 0.200, 0.191, 0.199]}